1.
The following is a quantum chemistry calculation of one molecule with the formula C17H22N2O4S at a distorted geometry, from the OMol25 dataset.

Last column: Löwdin charge in e.
CARTESIAN COORDINATES (ANGSTROEM)
C (-6.6632, 1.1616, -0.5612)  -0.062
C (-6.6388, -0.2507, 0.0150)  -0.241
O (-5.5960, -1.0420, -0.5261)  -0.043
C (-4.3224, -0.8800, -0.0999)  -0.259
C (-3.9093, -0.0161, 0.9152)  -0.003
C (-2.5727, 0.0417, 1.2677)  -0.046
C (-1.6489, -0.7522, 0.6203)  -0.287
S (0.0659, -0.6128, 1.0914)  0.681
O (0.1583, -0.5083, 2.5185)  -0.281
O (0.8100, -1.6562, 0.4384)  -0.285
N (0.3954, 0.9129, 0.4572)  -0.231
C (1.3460, 1.7084, 1.2052)  -0.177
C (2.7780, 1.2695, 0.9113)  -0.164
N (3.0255, 1.3917, -0.5163)  -0.154
C (4.4280, 1.1942, -0.8622)  -0.116
C (4.9799, -0.1429, -0.4776)  -0.274
C (4.9642, -1.3506, -1.1134)  -0.028
C (5.5695, -2.2754, -0.2276)  -0.059
C (5.9035, -1.5636, 0.8806)  -0.120
O (5.5509, -0.2748, 0.7408)  0.038
C (2.1298, 0.5160, -1.2552)  -0.174
C (0.6811, 0.9114, -0.9606)  -0.172
C (-2.0430, -1.6176, -0.3849)  -0.053
C (-3.3720, -1.6810, -0.7448)  0.014
H (-6.7574, 1.1158, -1.6431)  0.080
H (-7.5115, 1.7063, -0.1562)  0.078
H (-5.7496, 1.6990, -0.3191)  0.067
H (-6.5789, -0.2287, 1.1094)  0.117
H (-7.5518, -0.7815, -0.2686)  0.124
H (-4.6146, 0.6077, 1.4402)  0.107
H (-2.2325, 0.6955, 2.0544)  0.120
H (1.1147, 1.5753, 2.2616)  0.112
H (1.2052, 2.7550, 0.9197)  0.130
H (3.4832, 1.9106, 1.4447)  0.131
H (2.8989, 0.2327, 1.2672)  0.130
H (4.5234, 1.3326, -1.9420)  0.128
H (5.0008, 1.9738, -0.3522)  0.129
H (4.5788, -1.5553, -2.0913)  0.110
H (5.7279, -3.3205, -0.3964)  0.099
H (6.3778, -1.8445, 1.7998)  0.118
H (2.3295, 0.6372, -2.3228)  0.128
H (2.2667, -0.5406, -0.9809)  0.105
H (-0.0064, 0.2104, -1.4364)  0.116
H (0.4874, 1.9206, -1.3376)  0.130
H (-1.2995, -2.2371, -0.8612)  0.115
H (-3.7117, -2.3478, -1.5213)  0.121

Properties
**Strongest force on any atom**: 1.0 eV/Å
**SMILES**: CCOc1ccc(S(=O)(=O)N2CCN(Cc3ccco3)CC2)cc1
**Energy above the lowest of the compared OMol25 structures with the same formula, charge and spin**: 335.5 kJ/mol



2.
The following is a quantum chemistry calculation of an isolated ion of composition C17H22N3O4 and charge +1 at a distorted geometry, from the OMol25 dataset.

Last column: Löwdin charge in e.
CARTESIAN COORDINATES (ANGSTROEM)
C (1.5661, 3.1584, 2.4150)  -0.048
C (2.0398, 1.7257, 2.2516)  -0.195
O (2.6064, 1.5585, 0.9472)  0.005
C (2.4603, 0.3931, 0.3320)  -0.491
O (1.8203, -0.5296, 0.7895)  0.081
C (3.1946, 0.3381, -0.9832)  -0.071
C (3.0728, 1.6006, -1.8409)  -0.173
C (1.7428, 1.7118, -2.5861)  -0.171
C (0.5363, 1.8728, -1.6579)  -0.100
C (-0.0337, 0.5567, -1.1971)  -0.330
O (0.1671, -0.5009, -1.7654)  0.071
C (-0.8851, 0.6112, -0.0080)  -0.122
N (-1.4287, 1.7613, 0.5376)  0.194
C (-2.0768, 1.4875, 1.7199)  -0.517
O (-2.6560, 2.2399, 2.4494)  0.097
N (-1.9137, 0.1129, 1.8851)  0.197
C (-1.1863, -0.4147, 0.8488)  -0.155
C (-0.7572, -1.8437, 0.7985)  -0.035
N (-1.7321, -2.6822, 0.1062)  -0.022
C (-1.7080, -2.7419, -1.2295)  0.026
C (-2.6314, -3.5015, -1.9200)  0.015
C (-3.5950, -4.2114, -1.2163)  0.002
C (-3.6016, -4.1309, 0.1710)  0.002
C (-2.6535, -3.3551, 0.8043)  0.004
H (1.1974, 3.3040, 3.4256)  0.087
H (2.3892, 3.8448, 2.2379)  0.083
H (0.7630, 3.3869, 1.7188)  0.061
H (2.8194, 1.4926, 2.9835)  0.135
H (1.2189, 1.0108, 2.3741)  0.112
H (2.8468, -0.5388, -1.5310)  0.127
H (4.2468, 0.1839, -0.7296)  0.138
H (3.8710, 1.5838, -2.5841)  0.119
H (3.2225, 2.4790, -1.2117)  0.117
H (1.7969, 2.5773, -3.2474)  0.118
H (1.5939, 0.8248, -3.2045)  0.116
H (-0.2725, 2.3775, -2.1976)  0.141
H (0.7999, 2.4923, -0.7991)  0.117
H (-1.4104, 2.6785, 0.1245)  0.167
H (-2.2112, -0.3635, 2.7207)  0.170
H (0.2028, -1.8797, 0.2728)  0.125
H (-0.6163, -2.2197, 1.8135)  0.150
H (-0.9411, -2.1549, -1.7252)  0.126
H (-2.5883, -3.5375, -2.9967)  0.128
H (-4.3236, -4.8155, -1.7338)  0.128
H (-4.3310, -4.6670, 0.7567)  0.126
H (-2.6214, -3.2765, 1.8810)  0.146

Properties
**Strongest force on any atom**: 1.2 eV/Å
**SMILES**: CCOC(=O)CCCCC(=O)c1[nH]c(=O)[nH]c1C[n+]1ccccc1
**Energy above the lowest of the compared OMol25 structures with the same formula, charge and spin**: 4.8 kJ/mol
**Charge**: +1



3.
The following is a quantum chemistry calculation of C17H22N3PPd as an isolated structure, from the OMol25 dataset.

Last column: Löwdin charge in e.
CARTESIAN COORDINATES (ANGSTROEM)
Pd (-0.8387, -1.0073, -0.3531)  0.706
N (1.6673, 3.8777, -1.3798)  0.344
C (2.3984, 4.0597, -0.3442)  -0.078
C (2.9696, 5.3920, -0.0714)  0.116
C (3.9048, 5.5348, 0.8848)  0.071
C (4.3050, 4.3909, 1.6652)  0.216
C (3.7404, 3.1151, 1.5110)  -0.112
C (4.1197, 2.0403, 2.3350)  0.121
C (3.4719, 0.8264, 2.1541)  0.050
C (2.4896, 0.7414, 1.1818)  -0.032
N (2.0916, 1.7584, 0.3785)  0.153
C (2.7274, 2.8989, 0.5416)  -0.126
H (1.3099, 2.9469, -1.5893)  0.163
H (1.4342, 4.6332, -2.0258)  0.193
H (2.6453, 6.2294, -0.6813)  0.162
H (4.3661, 6.4958, 1.0805)  0.162
H (5.0696, 4.5321, 2.4268)  0.173
H (4.8956, 2.1595, 3.0839)  0.164
H (3.7265, -0.0388, 2.7516)  0.148
H (1.9895, -0.2071, 1.0288)  0.112
C (-1.2627, -4.3443, -0.6297)  -0.193
P (-1.0599, -2.8628, -1.6100)  0.799
C (0.5323, -2.8889, -2.4427)  -0.199
C (-2.3731, -2.7408, -2.8157)  -0.189
H (-1.0712, -5.2004, -1.2863)  0.096
H (-2.2837, -4.4194, -0.2564)  0.071
H (-0.5491, -4.3821, 0.1935)  0.074
H (0.4756, -3.6776, -3.2030)  0.096
H (1.3394, -3.1414, -1.7545)  0.070
H (0.7401, -1.9513, -2.9607)  0.065
H (-2.3223, -3.6427, -3.4361)  0.096
H (-2.2449, -1.8702, -3.4591)  0.077
H (-3.3474, -2.7138, -2.3284)  0.065
C (-5.1558, -1.5902, 1.5446)  0.034
C (-4.0570, -2.2312, 2.1014)  0.012
C (-2.8274, -2.1148, 1.4855)  -0.114
N (-2.6771, -1.3916, 0.3575)  -0.134
C (-3.7390, -0.7620, -0.1893)  -0.114
C (-4.9898, -0.8420, 0.3841)  0.011
H (-6.1311, -1.6736, 2.0079)  0.147
H (-4.1439, -2.8190, 3.0053)  0.141
H (-1.9469, -2.5954, 1.8901)  0.121
H (-3.5698, -0.1988, -1.0972)  0.122
H (-5.8191, -0.3248, -0.0793)  0.141

Properties
**Strongest force on any atom**: 0.8 eV/Å
**Energy above the lowest of the compared OMol25 structures with the same formula, charge and spin**: 426.8 kJ/mol
**Charge**: +4



4.
The following is a quantum chemistry calculation of one molecule with the formula C17H22N4O2 at a distorted geometry, from the OMol25 dataset.

Last column: Löwdin charge in e.
CARTESIAN COORDINATES (ANGSTROEM)
N (4.6261, -0.6374, 3.5547)  0.160
C (4.7963, -1.7826, 2.8150)  -0.504
O (5.2620, -2.7151, 3.4374)  0.033
C (4.4423, -1.9069, 1.3618)  -0.051
C (4.9093, -3.0111, 0.6591)  0.001
C (4.5320, -3.2507, -0.7284)  -0.045
C (3.5271, -2.4751, -1.3186)  -0.008
C (2.8894, -1.4229, -0.5734)  -0.228
N (1.7004, -0.9566, -0.8495)  0.184
N (1.3521, -0.1537, 0.1824)  -0.028
C (0.0503, 0.5218, 0.3252)  -0.260
C (-1.1104, -0.4703, 0.4731)  -0.140
C (-2.4562, 0.2431, 0.5811)  -0.167
N (-2.6456, 1.0875, -0.6319)  -0.131
C (-4.0062, 1.6964, -0.7421)  -0.339
C (-4.3026, 2.2719, -2.1190)  -0.152
C (-5.6358, 1.5240, -2.1010)  -0.171
C (-5.2014, 0.7791, -0.8256)  -0.146
C (-1.5505, 2.0741, -0.8779)  -0.169
C (-0.2125, 1.3245, -0.9421)  -0.141
C (2.3392, -0.1249, 1.1597)  -0.363
O (2.3200, 0.5206, 2.1886)  0.068
C (3.5608, -0.8442, 0.6752)  -0.063
H (4.8829, -0.6754, 4.5652)  0.136
H (3.9418, 0.0245, 3.2172)  0.054
H (5.5660, -3.7521, 1.1455)  0.127
H (4.9660, -4.0600, -1.3016)  0.098
H (3.2772, -2.5769, -2.3839)  0.114
H (0.0190, 1.1775, 1.2121)  0.158
H (-1.1189, -1.1701, -0.3671)  0.117
H (-0.9722, -1.1143, 1.3685)  0.126
H (-3.2793, -0.4976, 0.6775)  0.125
H (-2.4467, 0.9156, 1.4580)  0.122
H (-4.1103, 2.4281, 0.0700)  0.145
H (-3.6229, 1.9325, -2.9404)  0.121
H (-4.3405, 3.3788, -2.1776)  0.112
H (-5.8075, 0.8677, -2.9712)  0.107
H (-6.5370, 2.1028, -1.9260)  0.099
H (-5.9160, 0.8486, 0.0114)  0.112
H (-4.9808, -0.2693, -0.9906)  0.105
H (-1.7443, 2.6350, -1.8258)  0.122
H (-1.5332, 2.8029, -0.0487)  0.120
H (0.5854, 2.0788, -1.0488)  0.123
H (-0.2635, 0.6627, -1.8296)  0.125
H (4.2486, -0.0314, 0.3821)  0.192

Properties
**Strongest force on any atom**: 3.0 eV/Å
**SMILES**: NC(=O)C1=CC=CC2=NN(C3CCN(C4CCC4)CC3)C(=O)[C@@H]12
**Energy above the lowest of the compared OMol25 structures with the same formula, charge and spin**: 349.8 kJ/mol



5.
The following is a quantum chemistry calculation of C17H22N4O3S as an isolated structure at a distorted geometry, from the OMol25 dataset.

Last column: Löwdin charge in e.
CARTESIAN COORDINATES (ANGSTROEM)
O (0.5385, -2.2776, -2.0821)  0.137
C (0.6584, -1.2813, -2.5442)  -0.664
N (1.9452, -0.7406, -2.5109)  -0.084
C (2.2471, 0.5995, -3.1259)  -0.185
C (3.6074, 0.6513, -2.8451)  -0.377
H (4.3969, 0.4635, -3.6468)  0.159
C (3.8592, 0.0803, -1.6690)  -0.205
C (3.0773, -1.4222, -1.9202)  -0.076
H (3.6762, -2.0897, -2.5704)  0.115
H (2.5874, -1.8575, -1.0710)  0.099
H (3.6191, 0.4152, -0.5947)  0.112
H (5.0475, -0.4624, -1.2919)  0.180
H (3.8589, 1.7319, -2.6603)  0.144
H (1.7511, 1.3837, -2.5488)  0.116
H (2.1373, 0.5872, -4.2453)  0.146
C (-0.3519, -0.4095, -3.4052)  -0.172
H (-0.9453, -1.0637, -4.2080)  0.122
H (-0.1205, 0.5381, -3.7460)  0.022
S (-1.7192, -0.4345, -1.9544)  1.035
C (-0.6669, 0.1505, -0.7468)  -0.830
N (0.3413, 0.7169, -0.8164)  0.011
N (1.0248, 0.9484, 0.4041)  0.160
C (0.2247, 0.0941, 1.2837)  -0.152
N (-0.8225, -0.3126, 0.4756)  0.065
C (-1.8802, -1.5887, 0.9873)  0.147
H (-1.7689, -1.8658, 1.8818)  0.001
H (-2.3012, -2.0472, -0.0333)  0.143
C (-3.2008, -0.5822, 1.1959)  -0.255
C (-3.1675, 0.6987, 2.0153)  -0.240
H (-4.1646, 0.7282, 2.6824)  0.180
C (-2.9573, 1.7844, 1.3135)  -0.224
H (-1.9989, 1.8836, 0.9470)  0.103
C (-3.8135, 1.4708, 0.0401)  -0.144
H (-4.9865, 1.6521, 0.0370)  0.148
H (-3.5144, 1.9423, -0.9883)  0.136
O (-3.5140, 0.0832, -0.0144)  -0.262
H (-3.4518, 2.5673, 1.7396)  0.107
H (-2.3283, 0.7021, 2.7961)  0.144
H (-4.0363, -1.2540, 1.3567)  0.136
C (0.6119, -0.1016, 2.5854)  -0.212
C (1.4101, 0.4513, 3.3354)  -0.153
C (1.5093, -0.0001, 4.5585)  0.049
C (0.2249, -0.9268, 4.5122)  0.002
O (-0.4472, -0.9017, 3.2707)  -0.006
H (-0.2059, -1.5939, 5.3317)  0.127
H (1.8513, -0.0654, 5.5491)  0.086
H (2.1583, 0.9544, 2.9402)  0.107

Properties
**Strongest force on any atom**: 14.9 eV/Å
**Energy above the lowest of the compared OMol25 structures with the same formula, charge and spin**: 1737.1 kJ/mol